Entry 1:
The following is a DFT calculation (ωB97M-V/def2-TZVPD) of one molecule with the formula C22H26N4O6S in a non-equilibrium geometry.

Summary:
- gap between HOMO and LUMO (eV) = 8.488
- DFT total energy (a.u.) = -1922.63914
- relative energy (zero: lowest compared OMol25 entry of this formula, charge and spin) (kJ/mol) = 129.13
- structure (SMILES) = CC(=O)Nc1ccc(S(=O)(=O)NCC(=O)OCC(=O)N2CCN(c3ccccc3)CC2)cc1
- molar mass (g/mol) = 474.539
- E_LUMO (eV) = 0.42

The geometry in XYZ format:
```
59
Properties=species:S:1:pos:R:3:forces:R:3
C -2.072628 2.598542 -3.113624 0.0932 0.1714 0.1181
C -2.028290 2.139879 -1.671860 -0.0604 -0.0320 -0.5135
O -1.559073 2.809748 -0.779511 0.0502 0.2016 0.2638
N -2.545580 0.887040 -1.508109 -0.1749 -0.3058 -0.2377
C -2.705264 0.136298 -0.338732 -0.0066 -0.1524 0.3668
C -3.279063 -1.130300 -0.463628 0.0390 0.0811 0.0920
C -3.480589 -1.914783 0.653352 -0.0881 0.0373 -0.1238
C -3.104912 -1.434782 1.891905 -0.2491 -0.3839 0.5986
S -3.386654 -2.439923 3.342281 0.1241 -0.0205 0.3395
O -3.657056 -1.574824 4.450386 0.3478 0.2175 -0.1605
O -4.330542 -3.470507 3.016799 0.1923 -0.0446 -0.3426
N -1.949302 -3.215704 3.705901 -0.9026 0.4601 0.0931
C -1.570873 -4.329464 2.863428 0.1172 -0.2257 -0.1888
C -0.634279 -3.810711 1.791540 -0.4090 -0.1800 -0.4116
O -0.955287 -3.362972 0.721714 0.1438 -0.2028 0.0980
O 0.633214 -3.851166 2.230162 0.4176 -0.1389 0.2645
C 1.537075 -3.012246 1.539703 -0.2637 0.1532 -0.1495
C 1.148907 -1.556564 1.865851 0.1666 -0.4896 0.0670
O 0.189859 -1.339719 2.585589 -0.0717 0.0776 0.2020
N 1.920968 -0.590446 1.352006 0.0721 0.3702 0.0376
C 3.008840 -0.752724 0.415785 0.0361 -0.1143 -0.4241
C 2.599300 -0.144550 -0.931543 0.2821 -0.1937 0.1114
N 2.283037 1.251911 -0.743784 0.0413 -0.1091 0.2495
C 2.501508 2.160158 -1.778200 0.0563 0.2026 -0.2191
C 3.719743 2.144177 -2.464709 0.0090 -0.0930 -0.0338
C 3.983155 3.057897 -3.465119 0.0033 -0.0371 -0.0392
C 3.047588 4.021230 -3.803184 -0.0360 0.1288 -0.0948
C 1.845471 4.056601 -3.119726 0.1001 0.0721 -0.1158
C 1.567952 3.139785 -2.122418 -0.0654 -0.1662 0.1246
C 1.170543 1.410410 0.166062 0.0882 0.0406 0.2747
C 1.546496 0.801686 1.519907 -0.3664 0.2474 -0.0095
C -2.533809 -0.186878 2.033566 -0.0651 -0.0163 -0.0458
C -2.332808 0.607609 0.919375 0.0669 0.1320 0.0421
H -1.392117 1.995444 -3.712371 0.0358 -0.0539 -0.0716
H -3.077842 2.505170 -3.517942 -0.0736 -0.0242 -0.0744
H -1.757629 3.636357 -3.167703 -0.0030 0.0001 0.0263
H -2.894031 0.431316 -2.340918 0.0898 0.1796 0.1048
H -3.568523 -1.494879 -1.439001 -0.0391 -0.0475 -0.1003
H -3.935518 -2.888981 0.583779 -0.0440 -0.1064 -0.0979
H -1.203853 -2.552214 3.872886 0.1265 0.1863 0.0716
H -1.062277 -5.086180 3.468113 -0.1228 0.0639 -0.1116
H -2.492963 -4.730507 2.440065 0.2771 -0.1422 -0.0948
H 1.464675 -3.190680 0.460913 0.1306 0.0416 0.1568
H 2.530436 -3.259730 1.915775 -0.0730 0.0427 -0.0930
H 3.276364 -1.800012 0.295818 -0.0045 -0.0139 0.0282
H 3.875815 -0.206057 0.803306 -0.0043 -0.1074 -0.0645
H 3.407356 -0.260140 -1.651629 -0.0524 -0.0110 0.0345
H 1.717665 -0.693607 -1.307268 0.0677 -0.0037 -0.0250
H 4.480055 1.423852 -2.200980 0.0561 -0.0421 0.0575
H 4.933479 3.023139 -3.978028 0.0757 -0.0057 -0.0275
H 3.256601 4.736368 -4.584002 0.0175 0.0667 -0.0603
H 1.106010 4.804231 -3.368025 -0.0694 0.0665 -0.0088
H 0.616585 3.190871 -1.619688 -0.1339 -0.0148 0.0991
H 0.951177 2.466931 0.307921 -0.0539 -0.0385 -0.0284
H 0.265918 0.908045 -0.208153 -0.0066 0.0868 0.0091
H 0.700222 0.845916 2.205013 0.1152 0.0216 -0.0396
H 2.397459 1.342838 1.944595 -0.0599 0.0188 -0.0154
H -2.267556 0.156359 3.019712 0.0679 0.1441 0.0811
H -1.905155 1.591440 1.016647 -0.0076 0.0047 0.0111
```
Positions in Å, forces in eV/Å.

Entry 2:
The following is a DFT calculation (ωB97M-V/def2-TZVPD) of a 2-piece molecular cluster, C15H18 overall in a non-equilibrium geometry.

Summary:
- multiplicity = 2
- gap between HOMO and LUMO (spin up / spin down) (eV) = 2.246 / 9.052
- net charge = -1
- expectation value of S² = 0.75
- DFT total energy (a.u.) = -582.30089
- relative energy (zero: lowest compared OMol25 entry of this formula, charge and spin) (kJ/mol) = 65.22
- molar mass (g/mol) = 198.309
- E_LUMO (spin up / spin down) (eV) = 3.36 / 3.25

The geometry in XYZ format:
```
33
Properties=species:S:1:pos:R:3:forces:R:3
C 1.340177 2.921545 0.282797 0.1942 -0.1038 0.2960
C 2.475303 0.625979 0.541172 -0.4359 -0.4518 -0.6643
C 2.392110 1.882734 -0.059470 -0.1355 0.3643 -0.1869
C 3.461947 -0.303034 0.223613 0.4919 0.8496 -0.0086
C 4.468078 0.084748 -0.665849 -0.9379 0.1293 -0.5230
C 3.232097 2.117910 -1.153323 0.1027 -0.2678 0.7063
C 4.237527 1.205945 -1.451470 0.8410 0.9726 0.3719
H 1.614948 0.307755 1.095346 0.0106 -0.0141 0.8738
H 3.516911 -1.270741 0.690952 -0.1530 -0.1641 0.2476
H 1.755672 3.933414 0.228648 -0.0797 -0.1795 -0.3222
H 0.876657 2.880929 1.274372 0.2962 -0.5209 -0.0777
H 5.354613 -0.483262 -0.853150 0.2668 -0.5090 -0.0139
H 3.152566 3.076012 -1.646070 0.0165 -0.0440 -0.2455
H 4.996940 1.529636 -2.160534 -0.1599 -0.2579 -0.1841
H 0.516295 2.814301 -0.429071 -0.1744 0.2213 -0.2166
C -0.904072 -0.980599 1.005028 -0.2384 0.3067 2.3364
C -1.396282 -0.613277 2.474853 0.7764 0.8364 -1.2227
C -2.123630 -1.136500 0.169313 2.1128 -0.6319 -0.3927
C -2.530094 -0.101286 -0.673143 -1.8686 -1.4956 0.1159
C -2.619380 -2.440014 0.105770 -0.9058 0.9562 -0.7670
C -3.601779 -0.434457 -1.500791 -0.5411 0.7034 -0.6013
C -3.629344 -2.698275 -0.805053 0.1132 -1.2449 -0.2981
C -4.096089 -1.723609 -1.665062 0.2505 0.4751 1.0299
H -0.238081 -0.248929 0.595618 -0.0019 0.9183 -0.0972
H -0.243321 -1.856002 1.055752 -0.5670 -0.2617 -0.0708
H -1.994093 -1.414969 2.885004 -0.2904 -0.1415 0.0347
H -2.201444 0.921629 -0.616279 0.4228 0.0184 0.1686
H -2.205929 -3.204790 0.743238 0.0180 -0.0830 0.0773
H -4.150159 0.353999 -2.002964 0.3681 0.1432 -0.4151
H -4.025180 -3.706823 -0.920394 0.0821 0.0547 0.1550
H -4.887037 -1.963612 -2.352850 -0.1962 0.1645 -0.1930
H -1.970175 0.332694 2.425715 0.0181 -0.5987 0.0248
H -0.575745 -0.409058 3.158291 0.3038 -0.1436 0.0625
```
Positions in Å, forces in eV/Å.